This record from OMol25 describes 16 unconnected molecules or ions with the total composition C68H168N8O8 at a distorted geometry. The level of theory is ωB97M-V/def2-TZVPD.

Computed properties:
DFT total energy ... -101538.593 eV
Total charge ... 0

```
252
Properties=species:S:1:pos:R:3:forces:R:3:mulliken_charge:R:1
C 6.145 -4.589 -1.061 -0.23 -0.03 -0.26 -1.27
C 4.842 -4.888 -1.811 0.38 0.43 0.53 -0.51
N 4.035 -3.664 -1.956 0.04 -0.38 -0.15 1.13
C 3.216 -3.734 -3.166 0.00 -0.37 0.06 0.15
C 4.045 -3.532 -4.417 0.15 0.52 -0.86 -1.35
C 3.243 -3.495 -0.747 -0.45 0.80 -0.03 -1.26
C 2.597 -2.118 -0.599 -0.34 0.07 -0.12 1.08
H 6.646 -3.763 -1.567 0.12 -0.09 -0.05 0.23
H 6.787 -5.471 -1.071 0.06 0.07 0.12 0.44
H 5.985 -4.271 -0.031 -0.07 -0.12 0.06 0.26
H 5.117 -5.306 -2.777 -0.18 0.15 -0.14 0.47
H 4.253 -5.652 -1.283 0.03 -0.11 -0.05 0.33
H 2.707 -4.714 -3.226 -0.05 0.00 0.03 0.49
H 2.414 -2.996 -3.117 0.16 0.15 0.03 -0.67
H 4.799 -4.295 -4.612 -0.08 -0.14 0.27 0.49
H 3.437 -3.490 -5.326 -0.26 -0.20 0.17 0.33
H 4.574 -2.576 -4.428 -0.02 -0.01 0.36 0.09
H 3.902 -3.587 0.115 0.07 -0.36 -0.04 0.45
H 2.439 -4.249 -0.678 0.14 -0.21 0.09 0.26
H 1.768 -1.923 -1.287 0.13 -0.16 -0.17 -0.46
H 3.322 -1.313 -0.730 0.06 -0.04 0.12 0.05
H 2.136 -2.044 0.391 0.17 0.05 0.07 -0.68
C -2.844 1.722 4.705 -0.15 -0.12 0.21 -1.23
C -3.776 1.358 3.554 0.19 -0.06 0.28 1.05
N -5.124 0.959 3.979 0.50 -0.33 -0.31 0.06
C -5.975 0.859 2.802 -0.40 -0.05 -0.55 0.09
C -6.370 2.210 2.221 0.44 0.56 0.15 -1.15
C -5.044 -0.317 4.705 -0.73 0.36 0.41 0.69
C -6.385 -0.713 5.316 0.34 -0.21 0.65 -1.92
H -3.365 2.333 5.447 0.07 0.18 -0.12 0.42
H -1.957 2.238 4.334 -0.06 0.11 0.00 -0.03
H -2.483 0.840 5.237 0.00 -0.05 -0.08 0.25
H -3.875 2.206 2.877 0.04 0.02 0.04 -0.27
H -3.280 0.547 2.993 -0.20 -0.03 -0.20 -0.20
H -5.498 0.264 2.006 0.07 -0.04 0.06 -0.06
H -6.897 0.331 3.040 0.06 -0.01 0.25 0.51
H -7.139 2.141 1.452 -0.08 -0.21 0.07 0.47
H -6.710 2.881 3.014 -0.18 -0.13 0.00 0.41
H -5.523 2.725 1.756 -0.01 -0.11 -0.04 -0.20
H -4.358 -0.143 5.533 0.11 -0.18 -0.02 0.43
H -4.665 -1.160 4.111 0.16 0.16 -0.20 -0.43
H -6.229 -1.537 6.021 0.06 -0.14 -0.25 0.49
H -7.122 -1.043 4.589 -0.08 0.10 -0.01 0.35
H -6.774 0.089 5.946 -0.16 0.19 -0.34 0.38
C 1.685 6.753 3.829 -0.24 -0.47 0.21 -1.02
C 0.376 6.549 4.583 0.39 0.15 0.58 -0.72
N -0.410 5.383 4.160 -1.00 0.58 -0.29 1.01
C -1.054 5.711 2.870 0.61 0.10 -0.72 -1.25
C -1.617 4.505 2.134 0.02 -0.12 0.34 -0.23
C -1.502 5.198 5.134 -0.34 0.41 0.60 -0.77
C -1.120 4.520 6.444 -0.08 -0.03 -0.25 -1.40
H 1.533 6.947 2.768 0.07 0.23 0.02 0.27
H 2.292 5.850 3.911 0.05 0.05 0.04 -0.04
H 2.218 7.575 4.305 0.09 0.09 -0.22 0.51
H 0.609 6.422 5.644 0.12 -0.20 -0.09 0.45
H -0.229 7.471 4.574 -0.14 -0.10 -0.33 0.41
H -1.816 6.493 2.992 -0.12 -0.08 0.20 0.26
H -0.295 6.167 2.231 0.03 -0.08 0.04 0.53
H -0.854 3.725 2.060 -0.04 -0.05 0.11 -0.35
H -2.485 4.113 2.668 0.02 -0.21 -0.14 0.10
H -1.922 4.733 1.113 -0.04 0.27 0.05 0.49
H -2.346 4.680 4.679 0.27 -0.30 -0.15 0.50
H -1.919 6.187 5.394 0.04 0.06 -0.15 0.38
H -0.576 5.191 7.108 0.29 -0.13 -0.11 0.47
H -0.548 3.617 6.231 0.09 0.01 0.25 0.05
H -2.026 4.251 6.991 -0.03 -0.11 -0.11 0.43
C 2.886 0.122 -3.619 0.17 -0.72 -0.64 -0.56
C 3.682 1.346 -3.192 -0.43 -0.86 0.43 0.90
N 5.077 1.318 -3.604 -0.16 0.19 -0.12 0.16
C 5.807 0.119 -3.196 0.17 0.62 -0.16 -0.04
C 6.083 -0.036 -1.711 0.38 -0.89 0.72 -0.38
C 5.703 2.568 -3.190 0.29 0.02 -0.73 0.00
C 7.157 2.696 -3.644 -0.11 0.05 0.45 -1.68
H 3.035 -0.092 -4.685 -0.01 0.21 -0.02 0.56
H 1.809 0.227 -3.478 0.05 0.24 0.21 -0.57
H 3.183 -0.805 -3.121 0.06 0.18 0.25 -0.14
H 3.171 2.213 -3.612 0.32 0.25 0.06 0.44
H 3.609 1.405 -2.092 -0.10 0.33 0.02 -0.71
H 6.784 0.171 -3.684 -0.08 -0.13 -0.15 0.50
H 5.287 -0.735 -3.620 0.04 -0.14 0.19 -0.64
H 5.220 -0.073 -1.046 -0.19 0.33 -0.25 -0.33
H 6.805 0.688 -1.325 -0.24 0.29 -0.11 0.26
H 6.574 -0.999 -1.517 -0.04 -0.03 -0.28 0.39
H 5.147 3.361 -3.695 -0.16 0.06 0.26 0.52
H 5.631 2.730 -2.107 -0.08 0.03 0.05 -0.09
H 7.285 2.350 -4.668 -0.01 -0.06 0.00 0.40
H 7.456 3.745 -3.599 0.01 0.00 0.00 0.46
H 7.824 2.149 -2.974 0.10 -0.08 -0.19 0.31
C -0.988 -3.912 1.016 -0.69 0.42 -0.28 0.68
C -0.768 -5.174 1.835 0.52 1.12 0.29 -0.40
N -1.973 -5.520 2.608 0.06 -1.03 -0.65 1.50
C -2.949 -6.057 1.637 -0.76 0.49 0.27 -0.10
C -4.293 -6.475 2.236 -0.05 -0.38 -0.05 -1.72
C -1.627 -6.584 3.555 0.77 -0.53 0.38 -0.59
C -0.723 -6.117 4.691 -0.06 0.28 0.18 -1.20
H -0.088 -3.397 0.678 0.18 -0.30 0.07 -0.06
H -1.532 -3.201 1.644 0.17 0.04 0.08 -0.79
H -1.627 -4.008 0.136 0.16 -0.29 -0.05 0.49
H -0.371 -6.014 1.249 -0.31 -0.14 -0.11 0.32
H 0.038 -4.904 2.522 -0.15 -0.21 0.21 -0.94
H -3.185 -5.284 0.903 0.26 0.11 0.05 -0.05
H -2.513 -6.888 1.067 0.03 -0.14 0.11 0.42
H -4.976 -6.662 1.404 -0.01 -0.16 0.05 0.48
H -4.224 -7.389 2.825 -0.01 -0.07 -0.10 0.47
H -4.794 -5.742 2.870 0.38 0.32 -0.06 0.21
H -1.107 -7.416 3.047 -0.05 0.12 -0.24 0.42
H -2.503 -7.063 3.987 -0.28 0.43 -0.04 0.40
H -1.163 -5.254 5.196 0.00 -0.04 0.02 0.19
H 0.278 -5.834 4.363 -0.05 0.01 -0.11 0.21
H -0.584 -6.907 5.430 -0.13 -0.06 -0.04 0.46
C 1.242 3.019 -6.706 -0.52 -0.20 -0.61 -1.65
C 0.382 2.344 -5.650 0.22 -0.21 0.29 0.62
N -0.315 3.296 -4.789 0.46 -0.03 0.35 0.12
C -1.327 2.628 -3.973 -0.60 0.15 -0.86 1.35
C -2.552 2.258 -4.811 -0.15 0.13 0.34 -1.66
C 0.626 3.974 -3.894 0.11 -0.20 0.61 0.46
C 0.069 5.274 -3.317 -0.12 -0.08 -0.55 -1.66
H 1.796 2.283 -7.292 0.05 -0.08 0.14 0.41
H 1.955 3.750 -6.335 -0.03 -0.01 0.16 0.34
H 0.563 3.510 -7.408 0.17 0.22 0.03 0.44
H -0.366 1.716 -6.136 -0.02 0.13 -0.15 0.40
H 0.983 1.636 -5.051 0.08 0.14 0.09 -0.44
H -0.959 1.728 -3.457 0.27 0.07 0.04 -0.37
H -1.658 3.342 -3.220 0.07 -0.08 0.12 -0.58
H -2.833 3.100 -5.445 0.02 0.03 0.02 0.37
H -2.408 1.388 -5.451 0.02 -0.07 0.08 0.36
H -3.380 2.059 -4.126 -0.05 -0.21 -0.15 0.28
H 1.576 4.180 -4.384 -0.15 0.06 -0.28 0.44
H 0.894 3.287 -3.069 0.05 0.06 0.03 -0.33
H 0.868 5.898 -2.920 -0.01 -0.05 0.17 0.45
H -0.687 5.102 -2.552 0.08 0.04 0.11 0.09
H -0.415 5.815 -4.134 0.03 0.10 0.08 0.43
C 5.261 4.668 3.545 -0.05 -0.38 -0.03 -1.46
C 4.616 4.630 2.155 0.62 0.22 0.25 0.25
N 4.782 3.386 1.400 -0.26 0.31 -0.05 1.62
C 6.146 3.096 0.970 -0.33 0.10 -0.57 0.11
C 6.685 4.191 0.048 0.34 0.48 0.55 -1.47
C 4.080 2.295 2.042 -0.52 -1.14 -0.17 -0.32
C 3.982 1.012 1.207 0.32 0.11 0.08 -0.16
H 5.120 3.740 4.102 -0.31 0.09 0.03 0.20
H 4.801 5.483 4.103 0.24 0.02 0.17 0.48
H 6.344 4.796 3.494 -0.04 0.28 -0.07 0.37
H 3.552 4.856 2.227 -0.07 -0.22 0.05 -0.57
H 5.062 5.456 1.599 -0.19 -0.09 -0.25 0.62
H 6.803 2.908 1.829 0.18 0.08 -0.06 0.36
H 6.118 2.189 0.363 -0.07 -0.15 0.25 -0.36
H 6.822 5.130 0.590 0.19 -0.07 0.03 0.42
H 7.658 3.907 -0.354 -0.02 -0.05 -0.01 0.46
H 6.026 4.445 -0.782 -0.19 -0.35 0.01 0.25
H 3.052 2.611 2.230 0.11 0.30 0.12 -0.51
H 4.476 1.955 3.013 0.23 0.48 0.09 0.57
H 3.735 1.225 0.165 -0.16 -0.02 0.03 -0.65
H 3.226 0.366 1.660 -0.13 0.06 -0.15 -0.21
H 4.910 0.435 1.228 0.05 0.09 -0.09 0.78
C -0.817 -3.698 -2.839 0.53 0.20 -0.40 -0.78
C -0.480 -3.180 -4.240 0.07 -0.72 0.02 -1.03
N -1.439 -3.621 -5.266 0.09 0.52 0.45 0.74
C -1.249 -2.831 -6.483 -0.53 -0.04 -0.22 -0.24
C -2.314 -3.109 -7.536 0.36 0.11 -0.41 -1.38
C -1.418 -5.064 -5.477 0.21 -0.36 -0.75 -0.85
C -0.209 -5.592 -6.262 0.21 -0.01 0.02 -1.00
H -1.827 -3.429 -2.541 0.04 -0.01 0.17 -0.11
H -0.072 -3.299 -2.145 -0.26 0.16 0.17 -0.04
H -0.673 -4.777 -2.806 -0.25 -0.06 0.06 1.00
H -0.407 -2.093 -4.292 -0.23 0.05 0.18 0.32
H 0.533 -3.551 -4.464 0.03 0.11 -0.18 0.07
H -0.249 -2.959 -6.918 0.06 -0.05 0.04 0.61
H -1.352 -1.778 -6.211 0.15 -0.02 0.15 0.15
H -2.263 -4.131 -7.914 -0.16 -0.03 0.10 0.31
H -2.124 -2.464 -8.399 -0.01 0.01 0.05 0.45
H -3.316 -2.871 -7.183 -0.02 -0.17 0.12 0.24
H -1.486 -5.595 -4.531 -0.01 0.22 0.17 0.48
H -2.305 -5.367 -6.038 -0.11 0.19 0.11 0.47
H -0.225 -5.279 -7.307 -0.13 -0.02 0.00 0.26
H 0.750 -5.250 -5.865 -0.05 -0.04 0.16 0.08
H -0.203 -6.683 -6.243 0.00 0.02 -0.01 0.44
C -2.176 -2.472 4.428 0.38 0.30 -0.44 -0.01
O -3.205 -3.421 4.304 -0.17 -0.14 0.11 -0.69
H -1.228 -2.871 4.808 -0.12 -0.13 0.14 0.16
H -1.937 -1.998 3.464 -0.09 -0.02 0.00 -0.24
H -2.500 -1.661 5.078 -0.08 -0.17 0.16 0.45
H -2.912 -4.126 3.693 0.20 0.14 0.06 0.11
C -3.856 -1.710 -3.427 -0.02 -0.09 -0.15 0.18
O -4.001 -2.152 -4.764 0.09 0.06 -0.06 -0.78
H -4.545 -0.883 -3.269 -0.05 -0.04 0.07 0.18
H -4.096 -2.512 -2.721 -0.06 0.05 0.08 0.22
H -2.843 -1.355 -3.213 0.01 0.02 -0.02 -0.35
H -3.264 -2.761 -4.948 0.06 -0.06 0.10 0.38
C 1.781 4.044 -0.093 -0.15 -0.29 0.28 0.40
O 3.043 4.235 -0.692 -0.08 0.23 0.17 -0.79
H 1.720 4.408 0.943 0.18 0.11 -0.04 -0.41
H 1.010 4.576 -0.652 0.09 -0.06 -0.19 0.25
H 1.525 2.976 -0.052 -0.12 0.06 -0.09 -0.12
H 3.708 3.959 -0.022 0.04 -0.14 -0.19 -0.05
C 1.204 2.044 4.189 0.38 0.71 -0.01 0.06
O 1.618 3.399 4.260 0.46 0.18 -0.01 -0.58
H 0.779 1.858 3.199 -0.35 -0.39 0.22 -0.20
H 2.100 1.428 4.295 -0.03 -0.02 -0.03 -0.01
H 0.545 1.800 5.027 -0.28 -0.21 -0.29 0.43
H 0.886 4.028 4.079 -0.17 -0.37 0.21 0.10
C -4.707 -2.594 1.224 -0.16 -0.04 -0.45 2.11
C -5.819 -3.545 0.754 0.13 0.18 -0.67 -0.38
C -6.430 -2.830 -0.471 -0.28 -0.17 0.22 -0.90
O -5.876 -1.530 -0.508 -0.12 0.70 0.13 -0.45
C -4.590 -1.570 0.096 0.41 -0.39 -0.02 1.76
H -3.773 -3.124 1.397 0.03 0.17 0.29 -0.77
H -5.050 -2.073 2.115 0.29 -0.14 0.21 -0.73
H -6.551 -3.677 1.547 -0.05 -0.30 -0.06 0.45
H -5.429 -4.499 0.400 -0.03 -0.15 0.40 -0.07
H -7.518 -2.770 -0.391 0.04 0.32 0.01 0.30
H -6.239 -3.355 -1.414 0.30 -0.06 0.07 0.33
H -4.273 -0.606 0.497 -0.51 0.26 -0.25 -1.06
H -3.829 -1.815 -0.653 -0.01 -0.32 0.07 -0.57
C 2.455 -3.237 3.329 -0.19 -0.88 -0.45 0.80
C 3.258 -3.043 4.622 0.30 0.22 -0.15 -0.84
C 2.600 -1.804 5.243 -0.24 -0.07 0.07 -0.33
O 1.306 -1.706 4.657 -0.11 0.18 -0.34 -0.40
C 1.455 -2.086 3.300 0.17 0.14 -0.31 1.64
H 1.956 -4.209 3.376 -0.19 0.14 0.00 -0.20
H 3.056 -3.284 2.418 0.13 0.20 0.11 -0.25
H 4.316 -2.869 4.417 -0.02 0.09 0.03 0.34
H 3.213 -3.933 5.246 -0.19 0.09 0.13 0.24
H 3.190 -0.912 5.000 -0.04 0.08 0.04 0.09
H 2.429 -1.848 6.317 0.23 -0.03 0.04 0.45
H 1.845 -1.276 2.661 0.22 0.23 0.42 -1.19
H 0.484 -2.301 2.850 -0.10 -0.33 0.38 -0.48
C -5.575 3.182 -1.557 0.48 0.37 -0.31 -0.67
C -4.196 3.865 -1.584 -0.74 0.58 -0.09 -0.60
C -3.371 2.932 -0.744 0.06 0.06 -0.06 1.24
O -3.798 1.647 -1.181 0.10 -0.35 0.23 0.45
C -5.197 1.695 -1.525 -0.05 0.74 -0.06 -0.32
H -6.152 3.460 -2.439 -0.12 -0.15 0.03 0.44
H -6.117 3.535 -0.679 -0.06 -0.29 0.09 0.17
H -4.292 4.896 -1.239 0.31 -0.05 0.15 0.47
H -3.794 3.891 -2.599 -0.01 -0.04 -0.02 0.06
H -3.536 3.050 0.335 -0.11 0.05 -0.03 -0.91
H -2.304 3.073 -0.938 0.05 -0.40 0.04 -0.54
H -5.813 1.151 -0.810 0.20 -0.29 -0.02 0.03
H -5.301 1.280 -2.527 -0.04 -0.31 0.10 0.32
C 0.089 0.701 -0.768 0.17 0.24 -0.61 1.92
C -0.177 0.696 0.745 0.46 -0.94 -0.44 1.79
C -1.348 -0.272 0.874 -0.71 1.23 0.36 0.66
O -1.306 -1.094 -0.257 0.12 -1.14 -0.33 0.59
C -0.927 -0.297 -1.375 0.12 0.90 0.67 0.13
H 1.107 0.356 -0.957 0.02 0.11 -0.09 -1.19
H -0.003 1.699 -1.202 -0.05 -0.07 -0.07 -0.25
H -0.323 1.675 1.190 -0.10 0.01 0.03 -0.56
H 0.674 0.184 1.202 0.08 0.44 0.28 -0.58
H -2.306 0.269 0.879 0.06 0.09 0.03 -1.13
H -1.280 -0.809 1.821 -0.08 -0.52 -0.31 -0.61
H -1.792 0.239 -1.783 -0.09 -0.05 0.16 -0.45
H -0.521 -0.919 -2.172 0.10 -0.21 0.21 -0.25
```
Forces are in eV/Å.